Entry 1:
Below is one molecule with the formula C19H15F4N3O3 in a non-equilibrium geometry, with properties calculated with ωB97M-V with the def2-TZVPD basis set.

Molar mass = 409.34 g/mol
Lowest unoccupied orbital energy = 0.49 eV
Gap between HOMO and LUMO = 8.815 eV
Highest occupied orbital energy = -8.33 eV
SMILES = CC(F)(F)COc1cc(F)c([C@H]2COC(=O)N2c2ccc3nc[nH]c3c2)c(F)c1

The geometry in XYZ format:
```
44
Properties=species:S:1:pos:R:3:forces:R:3:lowdin_charge:R:1
C -0.892559 1.351836 -5.843702 -0.3 0.0 -0.5 0.0160
C -0.180944 -0.012904 -5.935256 0.2 2.5 2.9 -0.5662
F -1.091746 -0.929162 -6.311460 0.2 -0.7 -0.3 0.0935
F 0.830188 0.083572 -6.817690 0.2 -0.6 -0.5 0.0982
C 0.384824 -0.438805 -4.516432 -0.1 -1.4 -0.4 -0.0895
O 1.323033 0.455181 -3.944757 0.2 0.4 0.2 -0.0425
C 1.582967 0.231368 -2.602940 0.2 -0.9 0.7 -0.2516
C 1.354637 1.273753 -1.739002 -0.5 1.2 -0.1 0.0686
C 1.461610 1.106738 -0.366204 0.6 -1.8 -0.5 -0.2166
F 1.151906 2.153180 0.383399 0.0 0.2 0.5 0.1202
C 1.841651 -0.140562 0.207794 -0.4 -0.1 0.5 -0.0231
C 1.820343 -0.429487 1.721423 -0.3 0.7 -0.2 -0.1463
C 3.147716 -0.086516 2.407225 0.5 -0.7 0.0 -0.0674
O 2.919646 1.042680 3.233762 1.7 -0.3 -0.4 0.0931
C 1.638495 1.253835 3.340502 -2.5 1.9 0.8 -0.5549
O 1.180950 2.127875 4.045151 0.1 -0.8 -0.2 0.1190
N 0.917535 0.430513 2.500504 0.9 -0.5 0.1 0.0480
C -0.427329 0.113792 2.701890 -2.0 0.0 0.7 -0.1744
C -1.224581 -0.157733 1.566107 -0.2 -0.4 -0.2 -0.0002
C -2.547690 -0.571798 1.700485 1.6 0.3 0.1 -0.0016
C -3.069283 -0.680484 2.967710 -0.9 -0.6 -1.2 -0.2737
N -4.360690 -1.096494 3.249772 -0.2 0.3 0.0 0.1136
C -4.468235 -0.938653 4.522654 0.2 -0.3 0.3 -0.1692
N -3.291145 -0.498269 5.110022 -0.4 -0.2 0.0 0.1147
C -2.355184 -0.347881 4.103949 -0.3 0.3 -0.7 -0.1961
C -1.036404 0.067969 3.991912 0.8 -0.2 -0.2 0.0779
C 2.188082 -1.184763 -0.680277 -0.9 2.6 -1.1 -0.2284
F 2.618690 -2.361732 -0.257809 0.1 -0.4 0.6 0.1101
C 2.065881 -0.983050 -2.050629 -0.2 0.4 -0.7 0.0741
H -0.224804 2.199924 -5.644779 0.1 -0.5 0.0 0.0907
H -1.646976 1.335620 -5.044505 0.2 -0.1 -0.3 0.0915
H -1.403234 1.553797 -6.806554 0.3 -0.2 0.5 0.0958
H -0.455762 -0.613018 -3.822573 0.1 0.3 -0.4 0.1458
H 0.906979 -1.395915 -4.610201 -0.3 -0.2 -0.4 0.1283
H 1.043288 2.245177 -2.152210 0.1 -0.5 0.4 0.1481
H 1.566443 -1.476686 1.917640 0.0 0.1 -0.4 0.1616
H 3.925218 0.149271 1.687740 0.1 0.0 0.1 0.1384
H 3.447307 -0.911934 3.053609 0.2 0.0 -0.1 0.1360
H -0.815920 -0.104585 0.544868 0.0 0.1 0.7 0.1123
H -3.117670 -0.818519 0.838045 -0.5 -0.1 -0.5 0.1059
H -5.382915 -1.188841 5.057430 0.5 0.2 0.2 0.1244
H -3.173732 -0.314521 6.076031 0.2 0.1 0.6 0.1384
H -0.526245 0.272423 4.921782 0.5 0.3 -0.3 0.1172
H 2.375656 -1.766191 -2.704422 0.0 -0.6 -0.4 0.1204
```
Positions in Å, forces in eV/Å.


Entry 2:
Below is a 2-piece molecular cluster, C2H4BrN overall in a non-equilibrium geometry, with properties calculated with ωB97M-V with the def2-TZVPD basis set.

Molar mass = 121.96 g/mol
Lowest unoccupied orbital energy = 0.83 eV
Gap between HOMO and LUMO = 11.022 eV
ΔE to the lowest compared entry with this formula, charge and spin = 192.0 kJ/mol
Highest occupied orbital energy = -10.19 eV
SMILES = C1=NC1.Br

The geometry in XYZ format:
```
8
Properties=species:S:1:pos:R:3:forces:R:3:lowdin_charge:R:1
C -0.705699 -0.388703 -0.327456 -0.9 0.5 0.2 -0.1509
N -0.848225 0.835768 -0.122591 0.8 0.0 -0.1 0.0942
C -2.076855 -0.015290 -0.035555 -0.4 -0.5 0.1 -0.1805
H -0.004780 -1.153789 -0.558359 0.6 -0.2 -0.1 0.0954
H -2.799730 0.075975 -0.834649 -0.1 0.1 -0.1 0.0714
H -2.490675 -0.187399 0.950640 0.0 0.1 0.1 0.0723
Br 4.341396 -0.120528 0.032414 -0.1 -0.4 -0.3 0.3065
H 4.584570 0.953968 0.895556 0.1 0.4 0.3 -0.3083
```
Positions in Å, forces in eV/Å.


Entry 3:
Below is one molecule with the formula C4H10N2O2 in a non-equilibrium geometry, with properties calculated with ωB97M-V with the def2-TZVPD basis set.

Molar mass = 118.14 g/mol
Lowest unoccupied orbital energy = 0.86 eV
Gap between HOMO and LUMO = 9.660 eV
ΔE to the lowest compared entry with this formula, charge and spin = 250.1 kJ/mol
Highest occupied orbital energy = -8.80 eV
SMILES = NC(=O)C[C@@H](N)CO

The geometry in XYZ format:
```
18
Properties=species:S:1:pos:R:3:forces:R:3:lowdin_charge:R:1
N 1.416979 0.553278 -2.507808 3.2 4.1 3.0 0.1283
C 0.942852 1.120716 -1.295917 2.0 1.2 -1.0 -0.5054
O 1.693166 1.946708 -0.741326 -1.7 -1.6 -0.7 0.0033
C -0.408713 0.697195 -0.759782 -2.2 0.3 0.1 -0.1038
C -0.162020 -0.335761 0.371531 -0.6 0.9 2.3 -0.3168
N 0.568851 0.350498 1.481959 -4.0 -1.1 1.2 0.0336
C -1.478100 -1.014535 1.067097 1.7 1.8 -0.1 -0.2171
O -1.161085 -2.278580 1.576855 -1.0 -0.7 -0.6 -0.0603
H 2.454239 0.914730 -2.673140 -3.2 -1.5 0.1 0.1700
H 0.997580 -0.176161 -2.959897 -1.0 -2.1 -1.3 0.0383
H -0.911669 1.519612 -0.176696 0.8 -0.3 -1.0 0.1319
H -1.195137 0.406984 -1.574956 1.7 0.1 1.3 0.1430
H 0.436557 -1.134411 -0.002869 0.3 -0.9 -0.3 0.1170
H 1.498907 0.596585 1.590709 1.7 0.3 -0.6 0.0380
H -0.044218 0.596500 2.292193 1.1 -0.3 -1.3 0.0898
H -1.996051 -0.348139 1.830592 1.1 -0.4 -0.5 0.1283
H -2.238413 -1.074672 0.312976 -0.3 -0.8 -0.6 0.0965
H -0.413728 -2.340544 2.168480 0.3 0.8 0.1 0.0855
```
Positions in Å, forces in eV/Å.


Entry 4:
Below is a 2-piece molecular cluster, C2H2N2O overall in a non-equilibrium geometry, with properties calculated with ωB97M-V with the def2-TZVPD basis set.

Molar mass = 70.05 g/mol
Lowest unoccupied orbital energy (alpha / beta) = -0.57 / -0.90 eV
Gap between HOMO and LUMO (alpha / beta) = 8.486 / 8.259 eV
ΔE to the lowest compared entry with this formula, charge and spin = 402.6 kJ/mol
Highest occupied orbital energy (alpha / beta) = -9.06 / -9.16 eV

The geometry in XYZ format:
```
7
Properties=species:S:1:pos:R:3:forces:R:3:lowdin_charge:R:1
C 1.469514 0.836060 -0.151406 0.3 -0.4 0.8 -0.3614
C 0.314579 0.104547 -0.028481 -0.9 0.7 -2.1 -0.0483
N 2.449087 1.427545 -0.108183 1.3 0.8 -0.4 0.1513
N 0.446494 -1.256138 -1.842530 0.9 0.3 0.7 0.1031
O 1.554826 -1.500104 -1.946421 -0.6 -0.1 -0.3 0.0377
H 0.230610 -0.634201 0.701599 -0.3 -1.0 1.0 0.0509
H -0.513109 0.655299 -0.441271 -0.7 -0.4 0.3 0.0667
```
Positions in Å, forces in eV/Å.


Entry 5:
Below is C38H47CaFN10O5 as an isolated structure in a non-equilibrium geometry, with properties calculated with ωB97M-V with the def2-TZVPD basis set.

Net charge = +2
Molar mass = 782.94 g/mol
Lowest unoccupied orbital energy = -4.43 eV
Gap between HOMO and LUMO = 7.821 eV
Highest occupied orbital energy = -12.25 eV

The geometry in XYZ format:
```
102
Properties=species:S:1:pos:R:3:forces:R:3:lowdin_charge:R:1
Ca 0.060246 -0.199503 -0.351003 0.3 0.3 -0.6 1.3794
C 1.322352 -0.652893 -3.845188 0.0 0.0 0.0 -0.1535
C -0.200743 -0.507131 -3.799511 0.0 0.0 0.1 -0.1047
C -0.916692 -1.672310 -3.170374 0.0 0.0 0.1 -0.2784
C -1.527457 -2.644089 -3.951848 0.0 0.0 0.0 -0.0059
C -2.159185 -3.714271 -3.341554 0.0 0.0 0.0 -0.0384
C -2.163257 -3.789838 -1.958345 0.0 0.0 0.0 -0.0416
C -1.531744 -2.787138 -1.248128 0.0 0.0 0.0 -0.1261
N -0.921619 -1.749098 -1.829725 -0.3 -0.5 -0.6 -0.0157
N 1.942978 -0.742016 -2.508383 -0.1 0.0 0.1 -0.1609
C 3.114936 0.119093 -2.336276 0.1 0.0 0.0 -0.1091
C 3.068566 1.102533 -1.180766 -0.2 -0.1 0.0 -0.2410
C 4.184521 1.883931 -0.923035 0.1 0.0 0.0 -0.0141
C 4.122080 2.843827 0.071979 0.0 0.0 0.0 -0.0417
C 2.945632 2.996128 0.785279 0.0 0.0 0.0 -0.0513
C 1.887442 2.163680 0.481362 0.0 0.1 -0.1 -0.1286
N 1.941530 1.232123 -0.479123 0.4 0.4 0.0 -0.0055
C 2.271628 -2.141173 -2.215131 0.0 0.0 0.0 -0.1402
C 2.644456 -2.388757 -0.777707 -0.1 0.1 0.0 -0.2647
C 3.780942 -3.110691 -0.456991 0.0 0.0 0.0 -0.0090
C 4.043228 -3.402639 0.873665 0.0 0.0 0.0 -0.0379
C 3.149024 -2.969231 1.834227 0.0 0.0 0.0 -0.0380
C 2.038884 -2.243345 1.430489 -0.1 0.1 0.0 -0.1070
N 1.790499 -1.937991 0.152675 0.2 -0.2 0.1 0.0434
H 1.597319 -1.532898 -4.437985 0.0 0.0 -0.1 0.1290
H 1.721224 0.214770 -4.369879 0.0 0.0 0.0 0.1211
H -0.432578 0.403999 -3.248499 0.0 0.0 0.0 0.0934
H -0.565774 -0.375118 -4.819271 0.0 0.0 0.0 0.1250
H -1.507014 -2.553626 -5.029804 0.0 0.0 0.0 0.1206
H -2.642335 -4.477849 -3.936784 0.0 0.0 0.0 0.1171
H -2.643232 -4.605888 -1.437588 0.0 0.0 0.0 0.1120
H -1.505506 -2.805875 -0.163435 0.0 0.0 0.0 0.1119
H 4.022097 -0.486043 -2.228524 0.0 0.0 0.0 0.1330
H 3.263934 0.713067 -3.241211 0.0 0.0 0.0 0.1294
H 5.085533 1.745279 -1.506871 0.0 0.0 0.0 0.1230
H 4.981499 3.466566 0.283203 0.0 0.0 0.0 0.1157
H 2.851033 3.728611 1.573506 0.0 0.0 0.0 0.1097
H 0.946245 2.246331 1.013762 0.0 0.0 0.1 0.0906
H 1.394507 -2.749931 -2.440937 0.0 0.0 0.0 0.1233
H 3.084220 -2.495485 -2.864458 0.0 0.0 0.0 0.1319
H 4.442920 -3.448692 -1.242859 0.0 0.0 0.0 0.1187
H 4.923827 -3.968380 1.147912 0.0 0.0 0.0 0.1169
H 3.292799 -3.187707 2.883027 0.0 0.0 0.0 0.1145
H 1.303809 -1.911922 2.155923 0.0 0.0 0.0 0.0763
C -3.691153 3.378442 -2.889804 0.0 0.0 0.0 -0.0393
O -2.408441 2.991939 -2.388688 0.0 -0.1 0.0 0.0109
C -2.285093 1.878642 -1.664910 0.1 0.1 -0.1 -0.5616
O -1.168176 1.446327 -1.423604 0.0 0.2 -0.1 -0.0607
N -3.412945 1.271576 -1.253457 -0.2 -0.1 0.0 0.0290
N -3.268333 0.081086 -0.511495 0.2 0.2 0.1 0.0853
H -3.499326 4.140136 -3.637711 0.0 0.0 0.0 0.1022
H -4.303263 3.810507 -2.094805 0.0 0.0 0.0 0.0969
H -4.202253 2.531704 -3.347290 0.0 0.0 0.0 0.1011
H -4.262548 1.807033 -1.166174 0.0 0.0 0.1 0.1398
H -4.181281 -0.338719 -0.403639 0.0 -0.1 -0.1 0.1027
H -2.863517 0.291468 0.400335 -0.1 -0.1 0.1 0.0684
F -2.591785 6.563913 3.672210 0.0 0.0 0.0 0.0680
C -2.519839 5.299250 4.142078 0.0 0.0 0.0 -0.1901
C -2.099726 4.307763 3.300889 0.0 0.0 0.0 0.0874
C -2.061321 2.984631 3.737452 -0.1 0.0 0.1 -0.0471
C -1.604106 1.929068 2.807884 0.1 -0.1 -0.3 -0.3086
O -1.337172 2.206388 1.637098 0.0 0.0 0.0 0.0261
C -1.465577 0.620139 3.403917 0.2 0.2 0.0 -0.0250
C -1.855044 0.430542 4.690842 0.0 0.0 0.0 0.0423
N -2.402584 1.378111 5.490952 -0.1 0.0 0.0 0.0048
C -2.835794 1.024387 6.823804 0.1 0.0 0.0 -0.2656
C -4.296209 1.136849 7.153220 0.0 0.0 0.0 -0.0954
C -3.660744 -0.211284 6.992217 0.0 0.0 0.0 -0.0746
C -2.456802 2.691061 5.047361 0.0 0.0 0.1 -0.1173
C -2.853300 3.725517 5.902555 0.0 0.0 0.0 0.0618
C -2.894733 5.038107 5.467076 0.0 0.1 -0.1 -0.1439
N -3.303435 6.048744 6.378004 0.0 0.0 0.1 -0.1088
C -2.923399 7.440059 6.167763 0.0 0.0 0.0 -0.1284
C -3.192727 8.210498 7.476958 0.0 0.0 0.0 -0.0654
N -3.307077 7.210716 8.590758 0.0 0.0 -0.1 0.0501
C -4.554518 6.383715 8.430756 0.0 0.0 0.0 -0.0673
C -4.636673 5.954216 6.955000 0.0 0.0 0.0 -0.1166
C -0.814407 -0.563733 2.720650 -0.9 -0.5 0.1 -0.6157
O -0.284185 -1.395126 3.456536 0.3 0.1 0.0 0.0085
O -0.963383 -0.679196 1.455193 -0.2 0.2 0.9 -0.2294
H -1.813484 4.535358 2.282131 0.0 0.0 0.0 0.1418
H -1.731811 -0.543935 5.144201 0.0 0.0 0.0 0.1502
H -2.115930 1.257193 7.600254 0.0 0.0 0.0 0.1556
H -4.952883 1.468911 6.360251 0.0 0.0 0.0 0.1136
H -4.570437 1.465087 8.146426 0.0 0.0 0.0 0.1046
H -3.910125 -0.773638 6.103633 0.0 0.0 0.0 0.1138
H -3.481436 -0.810967 7.872088 0.0 0.0 0.0 0.1141
H -3.112274 3.502549 6.927824 0.0 0.0 0.0 0.1156
H -3.486322 7.925117 5.366601 0.0 0.0 0.0 0.1312
H -1.867026 7.486041 5.912376 0.0 0.0 0.0 0.1387
H -4.134982 8.754306 7.456250 0.0 0.0 0.0 0.1383
H -2.392759 8.905823 7.718079 0.0 0.0 0.0 0.1391
H -3.279319 7.659743 9.505684 0.0 0.0 0.0 0.1883
H -2.509567 6.574663 8.515307 0.0 0.0 0.0 0.1835
H -5.395981 7.004134 8.731786 0.0 0.0 0.0 0.1378
H -4.468254 5.541393 9.114151 0.0 0.0 0.0 0.1354
H -5.344373 6.593754 6.414044 0.0 0.0 0.0 0.1390
H -5.003923 4.934086 6.891093 0.0 0.0 0.0 0.1292
N 2.312103 0.603550 3.350776 -0.2 -0.1 0.1 0.0589
H 2.543941 1.148957 4.173912 0.0 0.0 0.0 0.0193
H 3.134269 0.050680 3.133569 0.0 0.0 0.0 0.0146
H 1.585967 -0.050190 3.636317 0.1 0.0 0.0 -0.0097
```
Positions in Å, forces in eV/Å.


Entry 6:
Below is a 3-piece molecular cluster, C22H34BFN2O2S overall, with properties calculated with ωB97M-V with the def2-TZVPD basis set.

Molar mass = 420.40 g/mol
Lowest unoccupied orbital energy = 0.55 eV
Gap between HOMO and LUMO = 9.100 eV
Highest occupied orbital energy = -8.55 eV
SMILES = CCSCB(CCCCCOC(C)=O)[C@@H](C)F.c1ccncc1.c1ccncc1

The geometry in XYZ format:
```
63
Properties=species:S:1:pos:R:3:forces:R:3:lowdin_charge:R:1
C 0.994627 3.875976 2.511783 0.0 0.0 0.0 -0.1481
C -0.106985 4.901618 2.748611 0.1 0.0 -0.1 -0.5302
S -1.304107 4.422636 4.027577 0.0 0.0 0.1 0.8833
C -2.780273 4.011564 3.028494 0.0 0.1 -0.3 -0.4020
B -2.534646 2.594477 2.393415 0.0 0.0 0.0 -0.3313
C -2.268296 2.528981 0.842566 -0.3 -0.2 0.0 -0.1173
C -2.507011 1.234940 0.041054 0.0 0.0 0.0 -0.1927
C -1.434038 0.126590 0.131652 0.1 0.0 -0.1 -0.1782
C -0.095021 0.531051 0.739002 0.1 0.1 -0.2 -0.1805
C 0.880493 -0.627975 0.822213 0.1 -0.3 0.4 -0.1593
O 1.369681 -1.019675 -0.474834 -0.5 0.3 -0.3 -0.0375
C 2.158803 -0.107361 -1.104141 0.1 -0.2 0.1 -0.5463
C 1.753111 0.111579 -2.532529 0.2 -0.3 -0.2 0.0230
O 3.074112 0.442615 -0.559482 0.0 0.3 0.1 0.1210
C -2.517331 1.336296 3.372596 0.0 0.1 0.1 -0.2988
C -3.257893 1.461046 4.690092 0.0 -0.2 0.0 -0.0538
F -3.015567 0.182720 2.721098 0.1 0.0 0.0 -0.0458
H 0.636578 3.033370 1.919842 0.0 0.0 0.0 0.0391
H 1.837281 4.325147 1.982523 0.0 0.0 0.0 0.0763
H 1.361809 3.476863 3.457630 0.0 0.1 0.0 0.0709
H -0.668560 5.102447 1.835001 0.0 0.0 0.0 0.0718
H 0.322289 5.851896 3.067298 0.0 0.0 0.1 0.0638
H -2.922650 4.803100 2.290011 0.0 0.0 0.1 0.0662
H -3.627708 4.043186 3.716256 0.1 0.0 0.1 0.0690
H -2.906830 3.311281 0.410758 0.1 0.0 0.0 0.1089
H -1.248884 2.905810 0.672481 0.0 0.1 0.0 0.0994
H -3.459993 0.812873 0.360805 0.0 0.0 -0.1 0.1027
H -2.641870 1.505675 -1.009274 0.1 0.1 0.0 0.1030
H -1.822485 -0.726419 0.690256 0.0 0.1 0.1 0.1074
H -1.228057 -0.238990 -0.878549 -0.1 -0.1 0.0 0.1099
H 0.360760 1.339745 0.153000 0.0 0.0 0.1 0.1167
H -0.215028 0.917860 1.754269 -0.1 0.0 0.0 0.0994
H 1.714709 -0.403226 1.488205 0.1 0.1 -0.1 0.1262
H 0.364711 -1.507212 1.209597 0.1 0.0 0.0 0.0972
H 1.017539 0.917860 -2.571005 0.0 0.0 0.1 0.0934
H 2.618913 0.394246 -3.127538 0.0 0.1 0.0 0.0788
H 1.298780 -0.789002 -2.941737 0.0 0.0 0.0 0.0877
H -1.463080 1.121707 3.599887 0.0 0.0 0.0 0.1346
H -3.069060 0.581687 5.307575 0.0 0.0 0.0 0.0831
H -2.921023 2.337800 5.242642 0.0 0.0 0.0 0.0631
H -4.334451 1.521189 4.521133 0.0 0.1 0.0 0.0897
C 4.502186 -1.494658 -6.458386 0.0 0.0 0.0 -0.0822
C 3.452217 -2.271362 -6.920614 0.0 0.0 0.0 -0.0765
C 2.241739 -1.651534 -7.195560 0.0 0.0 0.0 -0.1589
N 2.029870 -0.347058 -7.038451 0.0 0.0 0.0 0.0521
C 3.048140 0.387051 -6.595759 0.0 0.0 0.0 -0.1644
C 4.297152 -0.134460 -6.291798 0.0 0.0 0.0 -0.0784
H 5.461914 -1.940634 -6.231449 0.0 0.0 0.0 0.1047
H 3.564059 -3.337203 -7.065944 0.0 0.0 0.0 0.0997
H 1.399169 -2.229400 -7.559294 0.0 0.0 0.0 0.1017
H 2.849851 1.446407 -6.473268 0.0 0.0 0.0 0.1021
H 5.085695 0.512467 -5.932105 0.0 0.0 0.0 0.1009
C -0.605576 -6.549626 1.229358 0.0 0.0 0.0 -0.0820
C -1.154072 -6.102230 2.420800 0.0 0.0 0.0 -0.0749
C -0.986613 -4.769729 2.767414 0.0 0.0 0.0 -0.1516
N -0.322673 -3.893749 2.016842 0.0 0.0 0.0 0.0552
C 0.198826 -4.336715 0.874899 0.0 0.1 0.0 -0.1460
C 0.085635 -5.647857 0.436702 0.0 0.0 0.0 -0.0691
H -0.716265 -7.582247 0.924147 0.0 0.0 0.0 0.1042
H -1.702559 -6.769449 3.071630 0.0 0.0 0.0 0.0999
H -1.405049 -4.384506 3.690696 0.0 0.0 0.0 0.1034
H 0.733887 -3.600919 0.282510 0.0 0.0 0.0 0.0950
H 0.529117 -5.948557 -0.502605 0.0 0.0 0.0 0.1013
```
Positions in Å, forces in eV/Å.